This record from the Open Molecules 2025 dataset describes the molecule C2H3NO2 in a non-equilibrium geometry. The level of theory is ωB97M-V/def2-TZVPD.

Cartesian coordinates (Å):
C  0.2860  1.1366  0.0690
N  -0.4830  0.1261  -0.2623
O  -1.5936  0.2081  -0.8232
C  -0.0306  -1.1529  0.0169
O  1.2046  -1.3495  0.9062
H  -0.0467  2.1363  -0.1471
H  1.2144  0.9183  0.5619
H  -0.5511  -2.0231  -0.3214

Results
Energy above the lowest of the compared OMol25 structures with the same formula, charge and spin, eV: 5.8383
SMILES string: C=[N+]([O-])C=O
HOMO (spin up / spin down), eV: -9.7 / -9.9

***

This record from the Open Molecules 2025 dataset describes the ion C26H49BN2O5P with charge +1 in a non-equilibrium geometry. The level of theory is ωB97M-V/def2-TZVPD.

Cartesian coordinates (Å):
C  1.2989  3.8974  1.1105
C  0.6795  2.6428  0.8303
C  -0.2514  1.3185  0.4092
C  0.5785  0.1172  1.1966
C  1.2551  0.6379  2.6291
C  1.5304  -0.7429  3.5314
C  2.5978  -1.6954  2.7316
N  2.8985  -2.9688  3.5455
C  4.3579  -3.3374  3.3790
C  1.9708  -4.0096  2.9237
C  0.3147  -3.8685  2.8671
O  2.4618  -5.1574  2.3897
N  -1.7024  1.4522  0.9180
C  -2.0350  2.5879  1.8595
C  -3.5699  2.5954  2.4328
C  -4.2464  1.1176  2.6420
C  -3.4269  0.1125  3.6468
O  -3.8672  -1.1757  3.6913
O  -2.2514  0.4600  4.4661
C  -2.5601  1.2384  -0.3255
C  -1.6069  0.6078  -1.5469
C  -1.7220  -0.9966  -1.2325
C  -0.8783  -1.9695  -2.2466
C  -1.8182  -3.2999  -2.5243
C  -1.2508  -4.1444  -3.8117
C  -0.1593  1.3825  -1.2434
B  -0.3162  2.8784  -1.9763
O  0.8269  3.8274  -2.1609
O  -1.6208  3.3621  -2.5524
C  -1.3827  4.1597  -3.7695
P  1.3868  0.6949  -2.1285
C  3.0176  1.1514  -1.2209
C  4.1041  -0.0719  -1.5008
C  1.4878  1.2108  -3.9642
C  0.2067  0.7670  -4.8856
H  2.0578  4.7340  1.4171
H  -0.0988  -0.8024  1.4939
H  1.4738  -0.3229  0.5740
H  2.3312  1.1115  2.4759
H  0.5322  1.2973  3.2707
H  0.4776  -1.2176  3.7188
H  1.9800  -0.3402  4.5609
H  2.2055  -2.0951  1.6841
H  3.5845  -1.0838  2.4762
H  4.6364  -3.7119  2.2827
H  5.0472  -2.3820  3.5639
H  4.7222  -4.1601  4.1628
H  -0.0351  -3.3677  1.8415
H  -0.1230  -4.9748  2.9078
H  -0.1181  -3.3173  3.8075
H  -1.8148  0.5376  1.4077
H  -1.8818  3.6374  1.3111
H  -1.3121  2.5249  2.8072
H  -3.5163  3.0915  3.5172
H  -4.1964  3.3405  1.7752
H  -4.4668  0.5271  1.6560
H  -5.3097  1.3039  3.1519
H  -1.9463  -0.4318  4.8615
H  -2.9937  2.3135  -0.5719
H  -3.4672  0.5007  -0.2807
H  -2.0864  0.7954  -2.6153
H  -1.4508  -1.3126  -0.1381
H  -2.8711  -1.2869  -1.3764
H  -0.4741  -1.4526  -3.2153
H  0.0747  -2.3713  -1.6531
H  -2.9200  -2.9900  -2.7697
H  -1.8559  -3.9144  -1.5185
H  -2.1783  -4.4797  -4.4481
H  -0.5461  -3.4206  -4.4152
H  -0.6387  -5.0981  -3.4642
H  1.6278  3.5336  -1.6363
H  -1.0766  5.2898  -3.5460
H  -0.6489  3.6661  -4.5427
H  -2.4357  4.2395  -4.3231
H  3.4450  2.2219  -1.5292
H  2.9070  1.2020  -0.0385
H  3.8128  -1.0728  -0.9276
H  5.1937  0.1991  -1.0964
H  4.1395  -0.3397  -2.6636
H  2.4363  0.6475  -4.4198
H  1.7218  2.3687  -4.1320
H  -0.0944  1.7084  -5.5538
H  0.5835  -0.0519  -5.6680
H  -0.7417  0.4241  -4.2921

Results
Total charge: +1
SMILES string: C#C[C@@]1(CCCCN(C)C(C)=O)[N@@H+](CCCC(=O)O)C[C@H](CCCC)[C@]1(B(O)OC)P(CC)CC
HOMO, eV: -10.6

***

This record from the Open Molecules 2025 dataset describes the molecule C8H11N3O4 in a non-equilibrium geometry. The level of theory is ωB97M-V/def2-TZVPD.

Cartesian coordinates (Å):
C  1.9222  0.1039  1.2886
C  1.3507  -1.1381  1.3788
C  0.9516  1.2190  1.0591
C  -1.0427  -0.3013  1.6372
C  -0.4774  -1.8718  -0.2510
C  -0.1540  -1.4546  1.2139
C  -0.6328  -0.0101  -1.9488
C  -0.3378  1.0041  1.2948
N  0.1055  -0.8307  -1.1535
N  -0.1222  0.6983  -2.8656
N  -1.1934  2.1067  1.0697
O  -0.7088  1.3757  -3.6898
O  -0.8689  3.2515  1.3245
O  1.3010  0.4969  -3.0588
O  -2.2365  1.8920  0.5030
H  2.9492  0.4763  1.2631
H  1.8458  -2.1266  1.6397
H  1.4621  2.1373  0.6683
H  1.6329  0.8626  -3.9432
H  -2.0676  -0.2138  1.1779
H  -1.2322  -0.2961  2.6891
H  -0.0560  -2.8096  -0.5364
H  -1.5203  -1.9454  -0.2428
H  -0.3104  -2.2887  1.9684
H  -1.6312  0.2315  -1.6188
H  1.0713  -0.5689  -0.8675

Results
Energy above the lowest of the compared OMol25 structures with the same formula, charge and spin, eV: 0.0000
Multiplicity: 3
HOMO (spin up / spin down), eV: -5.1 / -7.7

***

This record from the Open Molecules 2025 dataset describes a cluster of 2 separate species, C2H6O3 in total in a non-equilibrium geometry. The level of theory is ωB97M-V/def2-TZVPD.

Cartesian coordinates (Å):
O  1.0957  -0.2274  -1.5599
C  0.0689  -0.8495  -1.6008
O  -0.8937  -0.8550  -0.6699
H  -0.1827  -1.5279  -2.4212
H  -0.6866  -0.0549  -0.1270
C  -0.1240  0.7078  2.3237
O  -0.0848  1.0693  0.9481
H  -0.8341  1.3590  2.8463
H  -0.5192  -0.2952  2.5019
H  0.8393  0.8578  2.8087
H  0.8225  1.2438  0.7144

Results
Energy above the lowest of the compared OMol25 structures with the same formula, charge and spin, eV: 0.9747
SMILES string: O=CO.CO
HOMO, eV: -10.5

***

Number 1: E -7702.00471 eV. Number 2: E -50918.15585 eV. Number 3: E -21123.26678 eV. Number 4: E -8313.53330 eV.